[1]
C32H26Cl2HgN7O4 | ωB97M-V/def2-TZVPD

Net charge   -2
Multiplicity   2
Frontier orbital gap (alpha / beta)   3.5862 / 5.6602 eV

Positions of all 72 atoms, in Å:
Hg  -1.78838  -0.52108  -0.43548
O  -1.41720  1.27155  3.60761
C  -1.61568  0.63131  2.55533
N  -1.67391  1.01625  1.30095
C  -1.38153  2.29747  0.83516
C  -0.84443  3.30206  1.63771
C  -0.52447  4.55144  1.11395
C  -0.74356  4.80882  -0.22822
C  -1.28283  3.82770  -1.05023
C  -1.61315  2.56277  -0.55322
N  -2.11956  1.53640  -1.30896
C  -2.63862  1.60438  -2.54113
O  -2.72823  2.60857  -3.27328
C  -3.16467  0.29007  -3.02561
C  -3.51762  0.15429  -4.35433
C  -4.02742  -1.03253  -4.86692
C  -4.21970  -2.09871  -3.93759
C  -3.84346  -1.91377  -2.63845
N  -3.29252  -0.78438  -2.13615
C  -1.83022  -0.87651  2.74093
C  -1.48771  -1.42713  3.97436
C  -1.63682  -2.78689  4.16955
C  -2.14767  -3.56841  3.13813
C  -2.47667  -2.94012  1.95181
N  -2.32524  -1.63332  1.75602
H  -0.68795  3.08236  2.68249
H  -0.10510  5.31395  1.76227
H  -0.49994  5.77994  -0.64714
H  -1.47535  4.01593  -2.09572
H  -3.38544  1.02922  -4.97836
H  -4.28912  -1.13504  -5.91092
H  -4.66965  -3.03917  -4.23380
H  -3.99194  -2.71500  -1.91712
H  -1.10658  -0.75933  4.73313
H  -1.34890  -3.23992  5.11158
H  -2.27079  -4.63868  3.23888
H  -2.86779  -3.50546  1.11179
N  0.40495  -3.13001  -2.21826
N  -0.83021  -2.41847  -2.29627
H  0.28160  -4.09414  -2.52232
H  0.66259  -3.14131  -1.22909
H  -1.64019  -3.02092  -2.18081
H  -0.91451  -1.97218  -3.20369
Cl  1.22512  0.43524  -2.66687
C  2.82323  0.05063  -2.11887
C  3.61340  -0.75453  -2.91141
C  4.91585  -1.05413  -2.53351
C  5.41259  -0.50394  -1.36820
C  4.61101  0.30189  -0.57414
Cl  5.36522  1.02082  0.82959
C  3.27111  0.57185  -0.88107
N  2.42988  1.32486  -0.11602
C  2.39726  1.34474  1.31163
C  2.31294  2.60068  1.89466
C  2.21153  2.74725  3.26609
C  2.20188  1.61971  4.06937
C  2.27464  0.36583  3.48658
C  2.35326  0.18838  2.10647
C  2.34654  -1.22174  1.58164
C  1.06298  -1.64649  0.82927
O  0.71165  -2.83204  0.94534
O  0.48674  -0.72908  0.19735
H  3.18605  -1.15808  -3.81669
H  5.53155  -1.69909  -3.14336
H  6.43063  -0.68546  -1.05187
H  1.48701  1.34988  -0.49233
H  2.30495  3.46181  1.24033
H  2.12034  3.73537  3.69874
H  2.10594  1.71079  5.14379
H  2.23130  -0.51778  4.11361
H  2.46921  -1.91100  2.41901
H  3.18178  -1.40836  0.90228

[2]
C32H27BaN6O2S | ωB97M-V/def2-TZVPD

Net charge   +1
Relative energy (zero: lowest compared OMol25 entry of this formula, charge and spin)   1.84 kcal per mole
Frontier orbital gap   6.4703 eV

Positions of all 69 atoms, in Å:
Ba  0.19461  0.85449  0.26349
N  -3.61114  -1.27265  2.58141
C  -2.88751  -0.46941  1.76490
S  -1.73226  0.55922  2.55462
N  -3.17332  -0.61959  0.48605
N  -2.45122  0.14129  -0.37489
C  -2.78724  0.04707  -1.61493
C  -3.87056  -0.83166  -2.13423
C  -3.56862  -1.78451  -3.10277
C  -4.55868  -2.61758  -3.60479
C  -5.86329  -2.48635  -3.15494
C  -6.17416  -1.52622  -2.19996
C  -5.18283  -0.70741  -1.68481
C  -2.06793  0.90674  -2.59070
C  -2.64777  1.21651  -3.82012
C  -2.00255  2.08234  -4.68354
C  -0.78696  2.63294  -4.30624
C  -0.27698  2.27511  -3.07262
N  -0.88137  1.42993  -2.23533
H  -3.58770  -1.09777  3.56958
H  -4.40245  -1.75274  2.18373
H  -2.55117  -1.87373  -3.46956
H  -4.31278  -3.36293  -4.34964
H  -6.63886  -3.12926  -3.54952
H  -7.19316  -1.41983  -1.85211
H  -5.41833  0.02747  -0.92745
H  -3.60560  0.79070  -4.08013
H  -2.45124  2.33478  -5.63501
H  -0.25090  3.32344  -4.94113
H  0.66850  2.69067  -2.73533
C  1.64676  -2.08381  -0.69881
C  1.67936  -2.13138  0.69186
C  0.50892  -2.37621  1.40442
C  -0.68985  -2.56873  0.72955
C  -0.72588  -2.49830  -0.65739
C  0.44133  -2.25412  -1.37367
H  2.55901  -1.91605  -1.25669
H  2.61435  -1.98913  1.21961
H  0.52730  -2.41802  2.48602
H  -1.59785  -2.76383  1.28287
H  -1.66851  -2.63684  -1.17107
H  0.41540  -2.22016  -2.45618
O  1.34849  1.74329  7.86032
C  2.51591  1.95354  7.22244
O  3.48137  2.32520  7.82171
C  2.54139  1.70550  5.74000
C  3.53323  2.35081  5.00713
C  3.62619  2.16926  3.64022
C  2.73574  1.31248  2.99594
C  1.74147  0.66808  3.72254
C  1.64844  0.86185  5.09075
N  2.75934  1.10440  1.59129
C  3.87065  1.02052  0.98727
C  3.95233  0.84071  -0.47439
C  5.18941  0.59070  -1.04933
C  5.26620  0.38322  -2.41917
C  4.09998  0.43506  -3.15842
C  2.90584  0.69859  -2.49822
N  2.81681  0.90240  -1.18769
H  0.63038  1.58130  7.23784
H  4.21997  3.00284  5.52939
H  4.36865  2.71514  3.07190
H  1.03928  0.00562  3.22942
H  0.88125  0.32349  5.63434
H  4.82072  1.04730  1.52655
H  6.07454  0.55569  -0.42813
H  6.21724  0.18404  -2.89396
H  4.10122  0.27776  -4.22773
H  1.97707  0.73672  -3.05661

no.,molecular weight (g mol⁻¹)
1,844.1
2,697.0